{
  "formula": "C2H2FO2P",
  "method": "ωB97M-V/def2-TZVPD",
  "species": ["C", "C", "O", "O", "F", "P", "H", "H"],
  "xyz": [[0.7019, -0.9240, 0.0046], [-0.4208, -0.4283, 0.3203], [1.8056, -1.3022, -0.1206], [2.8589, 0.4440, -0.1044], [1.7734, 1.2366, -0.0889], [-1.7144, 0.6164, 0.0128], [-2.6113, 0.3047, 1.0420], [-2.3933, 0.0528, -1.0657]],
  "nbo_charge": [0.565, -0.550, -0.405, 0.037, -0.121, 0.481, -0.001, -0.006],
  "e_lumo_ev": [-2.242, -1.531],
  "total_energy_ev": -18198.91436,
  "charge": 0
}



{
  "formula": "C2H2FO3P",
  "method": "ωB97M-V/def2-TZVPD",
  "species": ["C", "C", "O", "O", "O", "F", "P", "H", "H"],
  "xyz": [[0.2527, 2.0951, 0.4044], [0.3829, 0.0525, -0.5128], [-0.6360, -2.5932, -1.0935], [-2.0775, -1.0612, 0.3872], [0.5714, -0.9394, 0.5489], [1.4188, -0.0736, -1.4391], [-0.8077, -1.2737, -0.3842], [-0.4006, 1.7691, 1.2492], [1.2961, 2.0245, 0.8399]],
  "nbo_charge": [-0.911, 0.169, -1.184, -1.174, -0.858, -0.427, 2.187, 0.110, 0.089],
  "e_lumo_ev": 7.258,
  "total_energy_ev": -20251.32766,
  "charge": -2
}



{
  "formula": "C2H2FOS",
  "method": "ωB97M-V/def2-TZVPD",
  "species": ["C", "C", "O", "F", "S", "H", "H"],
  "xyz": [[-2.9453, 1.2301, -1.2950], [0.2061, -0.4134, 0.5488], [-3.5859, 1.1687, -0.3063], [-0.9571, -1.0698, 1.0462], [-2.2746, 1.8791, -2.5631], [0.4665, -0.9557, -0.3770], [-0.0993, 0.6107, 0.3081]],
  "nbo_charge": [0.458, -0.593, -0.454, -0.490, -0.051, 0.067, 0.063],
  "e_lumo_ev": [2.788, 2.788],
  "total_energy_ev": -17704.56854,
  "charge": -1
}



{
  "formula": "C2H2FOSn",
  "method": "ωB97M-V/def2-TZVPD",
  "species": ["C", "C", "F", "O", "H", "H", "Sn"],
  "xyz": [[-0.2939, -0.2068, 0.3621], [0.6642, 0.3465, 1.2608], [-0.3608, -1.5700, 0.3989], [0.8627, 0.2449, -0.3627], [1.2959, -0.3317, 1.8367], [0.5847, 1.3856, 1.5856], [-0.5797, 1.0960, -1.3848]],
  "nbo_charge": [0.099, -0.045, -0.314, -0.709, 0.268, 0.232, 1.471],
  "e_lumo_ev": -6.515,
  "total_energy_ev": -12691.76194,
  "charge": 1
}



{
  "formula": "C2H2GaO2",
  "method": "ωB97M-V/def2-TZVPD",
  "species": ["H", "O", "C", "C", "O", "H", "Ga"],
  "xyz": [[0.7193, -0.0390, -1.3651], [-1.0173, -0.8185, -0.1355], [-0.2391, 0.2064, -0.6329], [0.9013, 0.6582, 0.2045], [0.9752, 0.0618, 1.3482], [-0.7797, 1.0947, -1.0258], [-0.5597, -1.1637, 1.6066]],
  "nbo_charge": [0.276, -0.814, -0.206, 0.668, -0.681, 0.286, 1.472],
  "e_lumo_ev": [-7.626, -8.482],
  "total_energy_ev": -58565.81051,
  "charge": 1
}



{
  "formula": "C2H2HgLiO6",
  "method": "ωB97M-V/def2-TZVPD",
  "species": ["O", "C", "O", "O", "H", "H", "Hg", "Li", "O", "O", "O", "C"],
  "xyz": [[0.9488, 1.2733, 0.1419], [2.0304, 0.5928, 0.5448], [1.9598, -0.5419, 1.0062], [3.1872, 1.0741, 0.0624], [0.4615, 0.5637, -0.3546], [3.3274, 0.4607, -0.6784], [0.3719, -2.1340, 0.3733], [-3.3796, -0.0518, -3.5258], [-1.3612, -0.0830, -3.5730], [-0.6213, -0.9682, -1.7676], [-2.5608, -1.7290, -2.5534], [-1.4870, -1.0114, -2.7828]],
  "mulliken_spin": [-0.002, 0.016, -0.024, 0.003, -0.001, 0.002, 0.398, 0.000, 0.090, 0.534, 0.029, -0.045],
  "s_squared": 0.7651,
  "e_lumo_ev": [-0.705, -2.341],
  "total_energy_ev": -18770.04339,
  "spin_multiplicity": 2,
  "charge": 0
}



{
  "formula": "C2H2HgO2",
  "method": "ωB97M-V/def2-TZVPD",
  "species": ["O", "C", "C", "O", "H", "Hg", "H"],
  "xyz": [[-0.2903, -1.6085, -0.4709], [0.1452, -0.3422, -0.0653], [-0.6297, 0.7384, -0.1079], [-1.6760, 1.1805, 0.3871], [-0.3572, -2.1426, 0.3327], [2.1306, 0.3286, 0.0414], [0.6774, 1.8458, -0.1171]],
  "mulliken_spin": [0.060, 0.445, -0.008, 0.034, 0.003, 0.453, 0.014],
  "s_squared": 0.7628,
  "e_lumo_ev": [3.899, 3.181],
  "total_energy_ev": -10372.04692,
  "spin_multiplicity": 2,
  "charge": -1
}



{
  "formula": "C2H2IN",
  "method": "ωB97M-V/def2-TZVPD",
  "species": ["C", "C", "N", "I", "H", "H"],
  "xyz": [[-0.6589, 0.1291, 0.5956], [0.5788, -0.6472, 0.4869], [-0.5464, -0.3096, -0.5332], [-1.2681, 2.6662, -1.9509], [1.5804, -0.2385, 0.4973], [0.3142, -1.5999, 0.9043]],
  "nbo_charge": [0.233, -0.254, -0.378, -0.011, 0.214, 0.196],
  "e_lumo_ev": [-1.946, -2.907],
  "total_energy_ev": -11691.97107,
  "charge": 0
}



{
  "formula": "C2H2IN3S",
  "method": "ωB97M-V/def2-TZVPD",
  "species": ["C", "C", "N", "N", "N", "S", "I", "H", "H"],
  "xyz": [[-0.5594, -0.6981, -0.8016], [-1.2955, 0.3857, 0.8442], [-1.6465, -0.1433, -0.3903], [0.4472, -0.4066, 0.0428], [0.0019, 0.2576, 1.0586], [3.1383, 1.6043, -0.4439], [2.5896, -0.6170, -0.1009], [-0.6035, -1.2567, -1.7215], [-2.0721, 0.8742, 1.5126]],
  "nbo_charge": [0.134, 0.112, -0.461, -0.349, -0.298, -0.457, 0.881, 0.219, 0.217],
  "e_lumo_ev": -1.950,
  "total_energy_ev": -25509.32046,
  "charge": 0
}



{
  "formula": "C2H2INO2S",
  "method": "ωB97M-V/def2-TZVPD",
  "species": ["C", "C", "N", "O", "O", "S", "I", "H", "H"],
  "xyz": [[1.1192, 1.4456, 0.9122], [-0.5128, 0.7492, -0.4671], [1.8564, 1.9143, 1.6409], [-0.4512, -1.2256, 1.3020], [1.2595, -1.3843, -0.4914], [-0.0608, -1.0204, -0.0497], [-1.7117, -2.2801, -1.4266], [-0.1812, 0.8971, -1.5084], [-1.3174, 0.9042, 0.0881]],
  "nbo_charge": [0.194, -0.386, -0.400, -0.886, -0.864, 1.924, -0.062, 0.268, 0.214],
  "e_lumo_ev": -2.449,
  "total_energy_ev": -26622.28127,
  "charge": 0
}



{
  "formula": "C2H2INOS2",
  "method": "ωB97M-V/def2-TZVPD",
  "species": ["C", "C", "N", "O", "S", "S", "I", "H", "H"],
  "xyz": [[-1.2615, -1.4837, -1.0042], [-1.2055, 0.5102, 0.4698], [-1.3936, -0.6145, -0.1934], [1.4003, 0.5404, -1.2238], [0.2603, 0.6110, 1.5592], [1.7108, 1.2490, -0.0213], [3.8882, 0.4333, 0.8358], [-1.5229, -2.5770, -1.0478], [-1.8761, 1.3313, 0.6257]],
  "nbo_charge": [0.122, -0.318, -0.275, -0.894, -0.005, 1.021, -0.110, 0.225, 0.234],
  "e_lumo_ev": -1.069,
  "total_energy_ev": -35411.43208,
  "charge": 0
}



{
  "formula": "C2H2IOP",
  "method": "ωB97M-V/def2-TZVPD",
  "species": ["C", "C", "O", "P", "I", "H", "H"],
  "xyz": [[-0.9169, 1.7273, -1.1849], [1.3787, -0.8302, 0.9505], [0.0332, 1.7704, -1.7894], [-0.1079, -0.2372, 0.5175], [1.4553, -2.9072, 0.3817], [-1.4513, -0.5561, 0.0395], [-0.3911, 1.0330, 1.0851]],
  "nbo_charge": [0.484, -0.642, -0.475, 0.473, 0.115, 0.032, 0.013],
  "e_lumo_ev": -0.627,
  "total_energy_ev": -21538.62929,
  "charge": 0
}



Respective ΔE to the lowest compared entry with this formula, charge and spin values: 889.1; 402.5; 298.5; 51.3; 200.8; 200.8; 42.9; 402.5; 250.6; 320.6; 139.6; 158.5 kJ/mol.